No. 1
{
  "formula": "C5H10N2S",
  "method": "ωB97M-V/def2-TZVPD",
  "symbols": ["H", "H", "N", "S", "H", "C", "C", "C", "H", "C", "H", "H", "H", "C", "H", "H", "N", "H"],
  "coordinates": [[0.17969, 2.52157, 1.20070], [-0.60571, -0.83672, -1.87249], [0.65561, -1.62630, 0.09312], [2.76478, -0.28712, -0.80218], [-2.42613, -0.61833, -1.08773], [-0.88416, 0.86921, -0.50721], [-1.44663, -0.15055, -1.56181], [0.98249, 1.74467, 0.94320], [1.90662, 2.07912, 0.65215], [0.33736, 0.69362, -0.00023], [-1.56676, 1.56509, -0.01103], [1.29319, -2.34867, 0.11061], [-0.31701, -0.70584, 1.71503], [1.23483, -0.44132, -0.31562], [1.32169, 1.04626, 1.87922], [-1.33617, -2.22613, 0.82068], [-0.28519, -1.71521, 1.21085], [-1.80849, 0.43665, -2.46726]],
  "forces_ev_per_angstrom": [[1.59, -0.99, -0.11], [-1.48, 0.44, 0.37], [-1.51, 2.01, 0.59], [0.77, -0.19, -0.64], [2.17, 0.37, -1.13], [-0.30, -2.08, -0.56], [-1.14, 1.26, 0.80], [-3.23, -3.31, 2.92], [1.89, 1.23, -1.29], [0.69, 2.51, -0.20], [0.28, 0.23, -0.67], [1.47, -2.01, 0.19], [-0.69, -3.25, -1.93], [-1.88, -0.52, 1.42], [-1.04, 1.97, -1.43], [3.99, 2.88, 1.50], [-2.06, 0.21, -0.84], [0.47, -0.78, 1.03]],
  "multiplicity": 1,
  "smiles": "C/C=C(/C)C(=S)NN",
  "e_lumo_ev": 0.3
}

No. 2
{
  "formula": "C5H10N2S",
  "method": "ωB97M-V/def2-TZVPD",
  "symbols": ["H", "H", "H", "C", "C", "C", "N", "C", "S", "H", "H", "H", "H", "H", "N", "H", "H", "C"],
  "coordinates": [[-1.15260, -2.06006, -0.77928], [-0.42899, -1.97597, 0.84800], [-2.11772, -2.16172, 0.63959], [0.92518, 0.18015, 0.69488], [-2.77813, 0.21125, -0.26446], [2.18347, 0.82925, 0.25497], [-0.71060, 1.87813, -0.26164], [-1.28256, -1.66916, 0.22058], [1.90607, -0.79398, -0.47594], [3.01808, 0.89796, 0.96956], [0.14174, 2.43762, -0.27253], [-2.88196, 1.28935, -0.08044], [2.18894, 1.65777, -0.45729], [-3.51308, -0.39691, 0.24182], [-1.48644, -0.21789, 0.20534], [-2.93463, 0.01151, -1.32003], [0.91748, -0.17191, 1.72684], [-0.44047, 0.70755, 0.17616]],
  "forces_ev_per_angstrom": [[0.21, -0.16, -0.44], [-0.23, 0.32, -0.41], [-1.18, -0.30, 0.51], [-0.90, 0.78, -0.47], [0.01, 0.25, 0.11], [0.69, 0.41, 0.09], [1.08, 0.05, 0.00], [1.27, 0.87, 0.25], [0.01, -0.19, 0.11], [-0.54, -0.15, -0.28], [-0.23, 0.11, 0.23], [-0.21, -0.55, -0.02], [-0.32, -0.24, 0.23], [-0.44, 0.12, 0.39], [1.11, -0.20, 0.55], [0.21, 0.14, -0.48], [-0.09, -0.08, -0.27], [-0.45, -1.21, -0.10]],
  "multiplicity": 1,
  "smiles": "[H]/N=C(\\[C@@H]1CS1)N(C)C",
  "e_lumo_ev": 0.8
}

No. 3
{
  "formula": "C5H10N3",
  "method": "ωB97M-V/def2-TZVPD",
  "symbols": ["H", "H", "H", "C", "H", "N", "H", "C", "H", "H", "C", "N", "H", "C", "H", "H", "N", "C"],
  "coordinates": [[-3.54682, -0.05335, -0.43276], [0.86087, -2.09983, -0.92755], [3.36712, -0.19673, -0.61802], [-2.88309, -0.02952, 0.44329], [-3.24252, -0.82956, 1.08556], [-0.77490, -1.22799, -0.40798], [0.81004, 1.18038, -1.48622], [2.73011, -0.08335, 0.20664], [-1.43864, 1.81872, -0.57497], [3.09534, -0.88383, 0.93527], [0.46383, -1.23640, -0.41657], [0.63534, 1.09424, -0.43543], [3.10065, 0.82265, 0.60035], [1.17682, -0.03582, 0.22434], [1.04073, -0.02062, 1.27063], [-3.00001, 0.92762, 0.91596], [-0.90946, 0.96712, -0.40117], [-1.48540, -0.11372, 0.01862]],
  "forces_ev_per_angstrom": [[0.26, -0.02, 0.00], [0.96, 0.12, -0.15], [-0.11, -0.53, -2.09], [-0.77, -0.46, -0.14], [0.37, -0.07, 0.12], [-3.30, -0.02, 1.30], [0.24, -0.40, 1.81], [-0.12, -1.24, 2.01], [0.50, 0.14, 0.37], [-0.81, 0.94, -0.86], [1.57, -0.18, 0.74], [-3.67, 1.22, -2.18], [0.13, 1.23, 0.86], [2.49, -2.20, -1.75], [-1.17, 0.28, 1.19], [-0.33, 0.33, 0.41], [2.57, 1.63, 0.37], [1.18, -0.75, -2.02]],
  "multiplicity": 1,
  "smiles": "CC1=[NH+]N[C@H](C)C=N1",
  "total_charge": 1,
  "e_lumo_ev": -4.8
}

No. 4
{
  "formula": "C5H10N3",
  "method": "ωB97M-V/def2-TZVPD",
  "symbols": ["H", "H", "H", "H", "H", "H", "N", "C", "N", "H", "C", "H", "H", "N", "C", "C", "C", "H"],
  "coordinates": [[-2.22471, -0.56288, 1.48057], [2.68023, 1.58055, -0.30793], [-3.07648, -1.76307, -0.27276], [0.43191, 2.24164, -0.37178], [2.95368, -2.60042, 0.69347], [-3.04008, -0.38773, -1.29074], [-2.76042, -0.84296, -0.42201], [-2.21096, -0.01120, 0.46812], [-0.32582, 0.10215, 0.11594], [1.93996, 1.23720, 1.26536], [0.68747, 1.12227, -0.31296], [-2.35597, 1.09562, 0.29494], [-0.52599, 0.41237, -1.91190], [0.18426, 0.18189, -1.22246], [2.08163, 0.90096, 0.25228], [2.53724, -0.47689, 0.28340], [2.70298, -1.64168, 0.56088], [0.32108, -0.58784, 0.69758]],
  "forces_ev_per_angstrom": [[0.53, 1.90, -1.25], [1.01, 0.42, -0.16], [0.01, -1.03, 0.46], [-0.11, -1.93, 0.19], [0.73, -3.03, 0.47], [-0.12, -0.76, 0.23], [0.06, 2.87, -1.48], [0.25, -0.96, 0.89], [1.61, -0.72, 2.23], [0.62, 0.44, 0.60], [-0.98, 1.61, 0.12], [0.01, -1.53, 0.68], [-0.10, 0.49, 0.35], [0.49, -1.51, -0.96], [-1.15, 0.05, -0.32], [-0.33, -1.13, 0.60], [-0.60, 3.96, -1.00], [-1.93, 0.85, -1.66]],
  "multiplicity": 1,
  "total_charge": 1,
  "e_lumo_ev": -3.0
}